(1)
This record from OMol25 describes a structure of composition IY. The level of theory is the ωB97M-V functional and the def2-TZVPD basis.

```
2
Properties=species:S:1:pos:R:3:forces:R:3
Y -0.89407 0.98375 -0.45628 1.59 -1.74 0.81
I 0.89407 -0.98375 0.45628 -1.59 1.74 -0.81
```
Positions in Å, forces in eV/Å.

Calculated values
E_LUMO ... -0.44599 Eh
M ... 215.8 u
HOMO ... -19.3 eV
Strongest force on any atom ... 2.49 eV Å⁻¹
ΔE to the lowest compared entry with this formula, charge and spin ... 6.53 kcal/mol
Calculated total energy ... -335.2701 Eh
Total charge ... +2

***

(2)
This record from OMol25 describes a structure of composition InO8P2. The level of theory is the ωB97M-V functional and the def2-TZVPD basis.

```
11
Properties=species:S:1:pos:R:3:forces:R:3
In 0.16678 -1.38940 1.28653 -0.12 0.95 -1.41
P -0.91003 -1.33329 -1.90281 0.52 0.31 -0.59
O -0.87737 -2.11071 -3.24390 -0.46 0.21 1.04
O -1.57469 -2.01686 -0.68927 -0.10 -0.47 0.29
O -1.47991 0.10043 -2.07951 0.19 -0.31 -0.10
O 0.58649 -1.09882 -1.46432 0.22 0.15 0.56
P 0.83435 1.66192 1.70244 0.34 0.38 0.59
O 0.83802 0.78707 2.97021 -0.25 0.16 0.05
O -0.46961 1.43018 0.88023 -0.67 -0.04 0.20
O 1.64571 0.84684 0.63259 0.53 -0.41 -0.47
O 1.24025 3.12263 1.90780 -0.22 -0.93 -0.16
```
Positions in Å, forces in eV/Å.

Calculated values
E_LUMO ... 0.24684 Eh
M ... 304.8 u
HOMO ... 2.9 eV
Strongest force on any atom ... 1.71 eV Å⁻¹
ΔE to the lowest compared entry with this formula, charge and spin ... 35.80 kcal/mol
Calculated total energy ... -1474.6900 Eh
Total charge ... -3

***

(3)
This record from OMol25 describes an isolated molecule of N2. The level of theory is the ωB97M-V functional and the def2-TZVPD basis.

```
2
Properties=species:S:1:pos:R:3:forces:R:3
N 0.38064 -0.38462 0.15926 -3.66 3.70 -1.53
N -0.38064 0.38462 -0.15926 3.66 -3.70 1.53
```
Positions in Å, forces in eV/Å.

Calculated values
E_LUMO ... 0.05818 Eh
M ... 28.0 u
HOMO ... -14.8 eV
Strongest force on any atom ... 5.42 eV Å⁻¹
ΔE to the lowest compared entry with this formula, charge and spin ... 2.54 kcal/mol
Calculated total energy ... -109.5485 Eh

***

(4)
This record from OMol25 describes an isolated molecule of N2. The level of theory is the ωB97M-V functional and the def2-TZVPD basis.

```
2
Properties=species:S:1:pos:R:3:forces:R:3
N -0.02445 0.49970 0.28066 0.32 -6.61 -3.71
N 0.02445 -0.49970 -0.28066 -0.32 6.61 3.71
```
Positions in Å, forces in eV/Å.

Calculated values
E_LUMO ... 0.05023 Eh
M ... 28.0 u
HOMO ... -14.7 eV
Strongest force on any atom ... 7.58 eV Å⁻¹
ΔE to the lowest compared entry with this formula, charge and spin ... 5.43 kcal/mol
Calculated total energy ... -109.5440 Eh

***

(5)
This record from OMol25 describes a structure of composition N2O6S2. The level of theory is the ωB97M-V functional and the def2-TZVPD basis.

```
10
Properties=species:S:1:pos:R:3:forces:R:3
N 1.44837 0.15158 2.25634 -0.74 0.02 0.51
N -3.22067 0.06572 -2.11207 -0.35 -0.25 -1.18
O 3.92274 0.66515 2.77597 -0.30 -0.22 -0.21
O -3.10597 -0.73180 -3.06155 0.35 -0.88 -0.50
O -4.01660 1.00587 -2.26453 -0.55 1.04 0.56
O -2.56688 -0.08633 -1.08813 0.39 0.08 1.01
O 2.93661 0.87359 0.52479 1.23 0.51 -0.30
O 3.18893 -1.35531 1.52925 1.23 0.62 0.31
S 0.55949 -0.48067 1.15603 -1.16 0.07 0.36
S 3.08211 0.09387 1.73606 -0.11 -0.99 -0.57
```
Positions in Å, forces in eV/Å.

Calculated values
E_LUMO (alpha / beta) ... 0.19205 / 0.19223 Eh
M ... 188.1 u
HOMO (alpha / beta) ... -1.9 / -1.9 eV
Strongest force on any atom ... 1.41 eV Å⁻¹
ΔE to the lowest compared entry with this formula, charge and spin ... 28.65 kcal/mol
Calculated total energy ... -1357.2194 Eh
Total charge ... -2

***

(6)
This record from OMol25 describes an isolated molecule of N4O4. The level of theory is the ωB97M-V functional and the def2-TZVPD basis.

```
8
Properties=species:S:1:pos:R:3:forces:R:3
N -0.55473 -0.07653 -0.49629 10.17 -2.04 1.15
N 0.53290 -0.53141 0.35120 -9.08 0.65 -1.59
N -1.81223 0.01818 -0.02502 -0.21 -0.77 1.84
N 1.82928 -0.05540 0.01579 -2.42 0.35 -1.84
O -1.82456 1.08200 0.50868 -1.15 1.86 1.01
O -2.66947 -0.76253 -0.23447 -0.59 -0.90 -0.42
O 2.67467 -0.76586 0.38693 2.16 -1.45 0.85
O 1.82874 0.98997 -0.52112 1.13 2.30 -1.00
```
Positions in Å, forces in eV/Å.

Calculated values
E_LUMO (alpha / beta) ... -0.11460 / -0.11603 Eh
M ... 120.0 u
HOMO (alpha / beta) ... -12.0 / -12.0 eV
Strongest force on any atom ... 10.44 eV Å⁻¹
ΔE to the lowest compared entry with this formula, charge and spin ... 32.78 kcal/mol
Calculated total energy ... -519.6029 Eh

***

(7)
This record from OMol25 describes a cluster of 2 separate species, N4S in total. The level of theory is the ωB97M-V functional and the def2-TZVPD basis.

```
5
Properties=species:S:1:pos:R:3:forces:R:3
N 1.61135 0.46046 -0.08861 -0.72 1.59 -0.75
N -0.31575 -0.85107 0.02203 -2.77 1.04 -0.32
N 2.48282 -0.05230 0.28321 1.74 -0.94 0.71
N -1.23048 -0.18665 -0.07556 2.71 -2.57 0.53
S -2.54795 0.62956 -0.14108 -0.96 0.88 -0.17
```
Positions in Å, forces in eV/Å.

Calculated values
E_LUMO ... 0.01339 Eh
M ... 88.1 u
HOMO ... -10.0 eV
Strongest force on any atom ... 3.77 eV Å⁻¹
ΔE to the lowest compared entry with this formula, charge and spin ... 5.45 kcal/mol
Calculated total energy ... -617.2155 Eh

***

(8)
This record from OMol25 describes a cluster of 2 separate species, N5O4 in total. The level of theory is the ωB97M-V functional and the def2-TZVPD basis.

```
9
Properties=species:S:1:pos:R:3:forces:R:3
N -0.07171 0.92179 -0.56400 -2.47 0.86 -1.65
N -0.37251 -1.60517 0.11092 -0.65 -0.88 0.32
N 0.37894 -2.14652 0.76474 1.48 -1.38 1.75
N -0.86744 -0.91040 -0.70973 0.93 1.94 -1.46
N 0.62803 1.06169 0.74187 0.65 0.00 2.02
O 1.65580 1.68210 0.75632 0.92 0.26 -0.15
O -1.95973 -0.86957 -1.32616 -1.68 -0.46 -0.33
O -0.02861 0.77037 1.71851 -0.21 -0.35 -0.03
O 0.63723 1.09571 -1.49248 1.04 0.02 -0.47
```
Positions in Å, forces in eV/Å.

Calculated values
E_LUMO (alpha / beta) ... 0.12034 / 0.11200 Eh
M ... 134.0 u
HOMO (alpha / beta) ... -3.5 / -3.3 eV
Strongest force on any atom ... 3.09 eV Å⁻¹
ΔE to the lowest compared entry with this formula, charge and spin ... 0.00 kcal/mol
Calculated total energy ... -574.4438 Eh
Total charge ... -1

***

(9)
This record from OMol25 describes a structure of composition NO3Rb. The level of theory is the ωB97M-V functional and the def2-TZVPD basis.

```
5
Properties=species:S:1:pos:R:3:forces:R:3
Rb -1.59604 2.10306 -0.61566 0.58 -0.63 0.32
N 0.38939 -0.52975 0.14719 1.58 -0.99 -0.14
O -0.76162 -0.40917 0.66097 0.18 0.67 -0.57
O 1.09832 0.49877 -0.13733 -1.55 -0.33 0.16
O 0.86995 -1.66291 -0.05517 -0.79 1.28 0.24
```
Positions in Å, forces in eV/Å.

Calculated values
E_LUMO ... -0.04041 Eh
M ... 147.5 u
HOMO ... -8.3 eV
Strongest force on any atom ... 1.87 eV Å⁻¹
ΔE to the lowest compared entry with this formula, charge and spin ... 2.91 kcal/mol
Calculated total energy ... -304.4575 Eh

***

(10)
This record from OMol25 describes a cluster of 2 separate species, NO4PS in total. The level of theory is the ωB97M-V functional and the def2-TZVPD basis.

```
7
Properties=species:S:1:pos:R:3:forces:R:3
N -1.06953 -1.06696 0.28051 1.48 0.48 0.42
O -0.51285 1.53766 -0.24545 -0.47 0.38 0.34
O -2.86030 0.65599 -0.62708 -0.38 0.26 0.28
O 2.23344 -1.03139 -0.90684 -1.76 1.66 2.12
O 2.20293 -0.29067 1.45548 -0.95 0.06 -1.03
P -1.47366 0.37875 -0.10528 -0.26 -0.27 -1.19
S 1.47996 -0.18337 0.14867 2.34 -2.57 -0.95
```
Positions in Å, forces in eV/Å.

Calculated values
E_LUMO (alpha / beta) ... 0.24065 / 0.24075 Eh
M ... 141.0 u
HOMO (alpha / beta) ... 1.0 / 0.5 eV
Strongest force on any atom ... 3.61 eV Å⁻¹
ΔE to the lowest compared entry with this formula, charge and spin ... 53.05 kcal/mol
Calculated total energy ... -1095.2464 Eh
Total charge ... -2

***

(11)
This record from OMol25 describes the ion NO4S with charge -1. The level of theory is the ωB97M-V functional and the def2-TZVPD basis.

```
6
Properties=species:S:1:pos:R:3:forces:R:3
N -0.93152 0.14183 -0.05405 -2.13 -2.11 2.18
O -1.40662 -0.52280 0.96973 -0.23 2.40 -2.89
O 1.52729 -0.50025 -1.09103 -0.58 -0.57 -0.87
O -1.59540 0.60364 -0.95601 0.20 -0.10 0.85
O 1.50167 0.69813 0.90633 -0.09 1.25 1.47
S 0.90458 -0.42056 0.22503 2.83 -0.85 -0.74
```
Positions in Å, forces in eV/Å.

Calculated values
E_LUMO ... 0.15150 Eh
M ... 110.1 u
HOMO ... -4.7 eV
Strongest force on any atom ... 3.77 eV Å⁻¹
ΔE to the lowest compared entry with this formula, charge and spin ... 23.74 kcal/mol
Calculated total energy ... -753.8674 Eh
Total charge ... -1